*a*
C5H9O2P | ωB97M-V with the def2-TZVPD basis set

Values from the calculation:
* highest occupied orbital energy: -9.207 eV
* orbital gap: 10.02 eV
* multiplicity: 1
* LUMO level: 0.81 eV

```
17
C5H9O2P ωB97M-V with the def2-TZVPD basis set
H -1.89630 -1.91733 0.85530
H 2.49098 1.39467 1.65940
H 0.62175 1.77719 1.39222
H -2.13392 -1.00165 -1.70173
C 0.01680 -1.05318 0.99153
H 0.50352 -2.04385 0.84394
H 0.01205 1.44607 -1.46846
O -2.08832 0.09372 0.20477
C 1.62811 1.43108 0.91732
H 0.39930 -0.13643 -2.31734
H 1.98793 2.37129 0.27298
O 2.35339 -0.94462 -0.39137
C -1.36328 -1.04868 0.50253
P 1.24132 -0.05964 -0.00297
C -1.62176 -0.53128 -0.89841
C 0.25008 0.41654 -1.47614
H -0.04391 -0.77389 2.11608
```

natural (NBO) atomic charge list, values in e, 8 entries: number 1, H, carries 0.186; number 2, H, carries 0.276; number 3, H, carries 0.250; number 4, H, carries 0.197; number 5, C, carries -0.806; number 6, H, carries 0.278; number 7, H, carries 0.221; number 8, O, carries -0.468

=====

*b*
C5H9O2P | ωB97M-V with the def2-TZVPD basis set

Values from the calculation:
* highest occupied orbital energy: -6.752 eV
* orbital gap: 6.59 eV
* multiplicity: 1
* LUMO level: -0.17 eV

```
17
C5H9O2P ωB97M-V with the def2-TZVPD basis set
C -0.66567 -2.25968 0.05069
H -1.57466 -2.79161 -0.14518
C 2.21994 -0.18820 -0.03011
H 1.79201 1.81736 0.64484
H -0.39315 -2.74294 1.09138
H -2.06381 1.60221 -1.22489
H -3.41337 2.01170 0.06288
H -1.74545 1.87635 0.31762
H 0.17774 -2.41326 -0.67521
P -2.52426 -0.39702 0.26815
O 2.61124 -1.30414 -0.14755
H 2.57646 1.62295 -0.99015
C 2.50950 1.24601 -0.00789
C -2.57543 1.41470 -0.18367
O 0.33413 -0.04603 0.29443
H 3.50641 1.31700 0.48322
C -0.77162 -0.76541 0.19145
```

natural (NBO) atomic charge list, values in e, 8 entries: number 1, C, carries -0.703; number 2, H, carries 0.241; number 3, C, carries 0.913; number 4, H, carries 0.308; number 5, H, carries 0.208; number 6, H, carries 0.222; number 7, H, carries 0.226; number 8, H, carries 0.223

=====

Most stable = *a*